This record from the Open Molecules 2025 dataset describes a molecular structure, C10H10CeCl3NO2 in a non-equilibrium geometry. The level of theory is ωB97M-V/def2-TZVPD.

```
27
Properties=species:S:1:pos:R:3:forces:R:3
C -2.3256 0.1968 -0.8128 -0.70 0.96 0.88
C -1.7189 1.4918 -0.5956 -1.63 -0.19 0.96
C -1.7278 1.7576 0.8307 -1.33 -0.86 -1.18
C -2.3382 0.6208 1.4893 -0.28 0.33 -1.46
C -2.7171 -0.3331 0.4740 -0.32 1.06 -0.39
Ce -0.1404 -0.1747 0.4332 2.40 -6.53 -2.17
C 0.9291 0.5776 -2.4733 0.49 2.57 2.65
C 0.7595 -0.3298 -3.5800 -1.02 -0.22 3.84
C 0.1753 -1.5428 -3.7139 0.87 2.64 -4.84
N -0.2107 -2.2893 0.1287 0.18 2.89 -2.21
H -1.3118 2.6326 1.3007 0.04 0.07 0.12
H -1.2853 2.1272 -1.3643 -0.16 -0.23 0.28
H -2.4356 0.4876 2.5623 -0.01 0.01 -0.20
H -3.1699 -1.3191 0.6495 0.41 0.65 -0.12
H -2.3853 -0.3169 -1.7856 0.09 0.30 0.71
H 0.3684 1.6257 -2.5841 1.34 -2.27 0.02
H -0.1724 -2.6410 -0.9274 -0.16 0.75 2.53
H 1.7897 0.7595 -1.5408 -1.70 -0.84 -3.13
H -0.0022 -1.4420 -4.8374 0.05 -1.60 0.68
H -0.1522 -2.4895 -3.3667 -0.17 -0.29 1.54
Cl 2.3340 0.4542 4.8192 0.39 -0.11 -0.04
C 3.0487 0.1345 3.2274 -0.32 0.16 -0.53
Cl 4.1979 1.3978 2.7758 0.10 -0.21 0.29
Cl 3.7607 -1.4924 3.1017 0.14 0.40 0.33
C 1.8995 0.1119 2.2050 -2.97 -2.67 -0.19
O 0.8951 -0.6938 2.4857 2.59 2.33 0.68
O 1.9354 0.6888 1.0987 1.66 0.89 0.98
```
Positions in Å, forces in eV/Å.

net charge: -1
spin multiplicity: 2
calculated total energy: -66607.811 eV
expectation value of S²: 0.76
F_max: 0.14177 Eh/bohr
HOMO level (spin up / spin down): -2.21 / -3.59 eV
ΔE to the lowest compared entry with this formula, charge and spin: 152.4 kcal/mol

List of Löwdin charges in e, atom by atom: C -0.1829; C -0.2175; C -0.2090; C -0.1908; C -0.1841; Ce 1.0609; C -0.2354; C -0.2811; C -0.1471; N -0.2915; H 0.1034; H 0.0926; H 0.1095; H 0.1122; H 0.1238; H 0.0219; H -0.0538; H 0.0596; H 0.0131; H -0.0025; Cl 0.6197; C -1.4963; Cl 0.6214; Cl 0.6442; C -0.7728; O -0.1835; O -0.1342


This record from the Open Molecules 2025 dataset describes C5H10N2O in the gas phase in a non-equilibrium geometry. The level of theory is ωB97M-V/def2-TZVPD.

```
18
Properties=species:S:1:pos:R:3:forces:R:3
C -0.2551 0.0084 1.2839 1.57 -1.15 -3.25
C -0.2836 2.0146 -0.2915 0.20 -0.35 -0.25
C -0.8196 0.6540 0.0484 -2.66 1.14 -0.03
N 2.7178 -1.4593 -0.4591 0.21 -0.44 -0.51
C -1.8672 0.1458 -0.6365 1.11 0.87 0.55
C 0.6724 -0.9218 0.3704 0.22 -0.27 2.56
O -2.5600 -0.9713 -0.3056 -0.11 -0.72 0.31
N 1.8124 -0.5435 -0.0248 -0.21 0.47 0.79
H -2.2173 -1.3160 0.5317 -0.20 0.04 -0.23
H 3.3668 -1.0575 -1.1186 -0.12 -0.04 -0.02
H 2.3569 -2.3675 -0.7504 -0.09 0.20 -0.06
H -2.2536 0.6026 -1.5352 0.02 0.07 -0.04
H 0.3634 0.7039 1.8450 -0.22 -0.20 0.26
H -0.9398 -0.6126 1.8593 0.12 0.21 0.22
H 0.3330 -1.9632 0.2978 0.07 0.01 -0.27
H 0.8045 2.0019 -0.2972 0.15 0.03 -0.06
H -0.6307 2.3368 -1.2710 -0.02 0.08 -0.04
H -0.6006 2.7447 0.4533 -0.04 0.05 0.06
```
Positions in Å, forces in eV/Å.

net charge: 0
SMILES string: C/C(=C/O)C/C=N/N
spin multiplicity: 1
calculated total energy: -10372.324 eV
F_max: 0.07356 Eh/bohr
HOMO level: -7.60 eV
ΔE to the lowest compared entry with this formula, charge and spin: 68.7 kcal/mol

List of natural (NBO) charges in e, atom by atom: C -0.4689; C -0.6197; C -0.0870; N -0.6327; C 0.1128; C 0.0597; O -0.6798; N -0.2656; H 0.4667; H 0.3654; H 0.3349; H 0.1803; H 0.2402; H 0.2029; H 0.1466; H 0.2218; H 0.2137; H 0.2088


This record from the Open Molecules 2025 dataset describes 3 unconnected molecules or ions with the total composition C3H11O3 in a non-equilibrium geometry. The level of theory is ωB97M-V/def2-TZVPD.

```
17
Properties=species:S:1:pos:R:3:forces:R:3
C 0.6988 -0.5401 -1.7231 0.67 -0.49 -0.72
O 1.5308 -0.3217 -0.6171 0.49 -0.09 0.39
C -0.6717 0.1386 -1.6341 0.11 0.46 0.65
C -1.6016 -0.8223 -0.8645 0.42 0.58 1.53
H 0.6020 -1.6437 -1.8078 -0.49 0.26 -0.12
H 1.2877 -0.2975 -2.6346 -0.35 0.44 0.30
H -0.9814 0.6228 -2.5734 -0.29 -0.81 0.00
H -0.5719 1.0042 -0.9582 0.35 -0.23 -0.17
H -2.1090 -0.3286 -0.0058 -0.36 0.07 -1.01
H -0.8848 -1.3792 -0.2445 -0.29 -0.54 -0.35
H -2.2637 -1.5012 -1.3969 0.06 0.07 -0.20
H -0.1308 0.6005 2.0551 -0.30 -0.21 0.68
H 0.6385 -0.3863 3.0660 -0.75 0.07 0.07
O -0.2792 -0.0650 2.9673 0.86 -0.01 -0.51
H 1.0752 0.1013 0.1500 -0.33 0.61 -0.37
H 0.9234 1.8570 1.6415 -0.30 0.08 -0.44
O 0.2219 1.4693 1.0923 0.50 -0.25 0.24
```
Positions in Å, forces in eV/Å.

net charge: -1
spin multiplicity: 1
calculated total energy: -9432.006 eV
F_max: 0.03296 Eh/bohr
HOMO level: -4.27 eV
ΔE to the lowest compared entry with this formula, charge and spin: 20.5 kcal/mol

List of natural (NBO) charges in e, atom by atom: C -0.0377; O -0.7879; C -0.4792; C -0.6341; H 0.1294; H 0.1384; H 0.1874; H 0.2765; H 0.2262; H 0.2225; H 0.1858; H 0.4889; H 0.4233; O -1.0956; H 0.5222; H 0.4280; O -1.1941